Entry 1:
Entry from OMol25: an isolated ion of composition C19H28NO3 and charge +1 (wB97M-V/def2-TZVPD).

XYZ file:
```
51
Properties=species:S:1:pos:R:3:forces:R:3:lowdin_charge:R:1
O -0.299 2.095 -1.912 0.00 -0.21 -0.22 -0.0547
C -0.694 3.271 -1.243 0.12 0.32 0.17 -0.1820
C 0.070 3.362 0.096 -0.88 0.11 -0.09 -0.0802
N 1.447 2.879 -0.168 0.00 -0.30 -0.41 -0.1100
C 1.978 2.020 0.932 0.31 -0.38 0.49 -0.0962
C 1.076 0.904 1.120 -0.18 -0.53 -0.03 0.0389
C 0.245 0.040 1.164 0.42 0.62 0.20 0.0820
C -0.888 -0.875 1.275 -0.05 -0.35 0.05 -0.4342
O -1.776 -0.246 2.191 -0.11 0.03 0.05 0.0271
C -1.527 -0.984 -0.108 -0.08 0.11 0.01 -0.1554
C -0.740 -0.983 -1.256 -0.06 -0.10 0.01 -0.0760
C -1.324 -1.098 -2.508 0.04 0.00 -0.07 -0.0732
C -2.700 -1.204 -2.627 -0.04 0.01 -0.05 -0.0697
C -3.489 -1.182 -1.490 -0.04 -0.04 -0.03 -0.0560
C -2.907 -1.068 -0.238 0.05 0.01 0.06 -0.0226
C -0.406 -2.234 1.834 -0.02 0.09 -0.12 -0.2328
C -1.535 -3.270 2.008 -0.08 0.05 0.06 -0.1272
C -0.913 -4.634 1.656 0.05 -0.12 0.08 -0.1666
C 0.589 -4.375 1.534 -0.04 0.00 -0.14 -0.1797
C 0.646 -2.953 0.988 0.09 -0.02 0.20 -0.1492
C 2.393 3.945 -0.569 0.80 0.24 -0.43 -0.0860
C 3.417 3.432 -1.583 -0.21 0.22 -0.07 -0.2143
O 4.169 2.399 -0.990 0.11 -0.11 0.14 -0.0537
H -0.837 1.335 -1.643 -0.01 -0.06 -0.01 0.0804
H -0.420 4.100 -1.901 -0.08 -0.02 0.08 0.1278
H -1.770 3.310 -1.068 0.07 0.04 0.04 0.1394
H 0.078 4.376 0.493 0.15 -0.02 0.02 0.1438
H -0.393 2.691 0.824 0.14 0.11 -0.10 0.1307
H 1.291 2.252 -0.993 0.09 0.12 0.34 0.1605
H 2.976 1.680 0.647 -0.16 0.20 0.05 0.1288
H 2.043 2.615 1.848 0.04 0.11 -0.17 0.1541
H -2.263 -0.927 2.667 0.00 -0.07 0.04 0.1000
H 0.335 -0.905 -1.172 0.08 0.00 -0.01 0.1182
H -0.701 -1.108 -3.389 0.06 0.00 -0.10 0.1131
H -3.153 -1.301 -3.601 -0.05 0.00 -0.10 0.1094
H -4.562 -1.258 -1.573 -0.11 0.01 -0.02 0.1112
H -3.537 -1.029 0.638 -0.02 0.01 0.06 0.1189
H 0.035 -2.014 2.814 -0.02 0.04 -0.08 0.1605
H -1.913 -3.269 3.031 -0.07 0.04 -0.01 0.1173
H -2.369 -3.058 1.338 -0.05 0.01 0.07 0.1036
H -1.303 -4.987 0.701 -0.02 -0.04 0.00 0.1133
H -1.137 -5.388 2.408 -0.06 -0.07 -0.05 0.1097
H 1.064 -4.416 2.515 0.06 -0.02 0.04 0.1165
H 1.082 -5.094 0.883 0.08 -0.05 0.04 0.1123
H 1.632 -2.498 1.076 0.04 0.04 -0.08 0.1201
H 0.349 -2.960 -0.062 0.02 -0.01 -0.05 0.1116
H 1.839 4.764 -1.027 -0.05 -0.07 0.07 0.1403
H 2.905 4.311 0.323 -0.15 -0.01 0.00 0.1486
H 4.057 4.273 -1.874 -0.15 -0.03 0.02 0.1360
H 2.896 3.064 -2.480 0.03 0.12 0.07 0.1338
H 4.942 2.200 -1.528 -0.03 -0.01 -0.02 0.1118
```
Forces are in eV/Å.

Calculated values
Net charge: +1
SMILES: OCC[NH+](CC#C[C@@](O)(c1ccccc1)C1CCCC1)CCO
Orbital gap: 9.90 eV
HOMO: -12.034 eV


Entry 2:
Entry from OMol25: a 2-piece molecular cluster, C2H4O4 overall in a non-equilibrium geometry (wB97M-V/def2-TZVPD).

XYZ file:
```
10
Properties=species:S:1:pos:R:3:forces:R:3:lowdin_charge:R:1
O 3.078 0.541 -1.570 1.95 -2.26 0.13 0.0635
C 4.048 -0.197 -1.514 -0.39 2.73 0.25 -0.3596
O 5.196 0.079 -2.203 0.01 -1.61 0.15 0.0417
H 4.309 -0.995 -0.790 -1.14 -0.17 -0.09 0.1347
H 5.774 -0.715 -2.034 -0.43 1.32 -0.44 0.1197
O -5.918 -0.155 0.936 3.64 1.14 1.68 0.0460
C -4.868 0.071 1.550 -2.07 -0.68 -0.94 -0.3542
O -3.881 0.947 1.219 0.00 -0.45 0.49 0.0516
H -4.566 -0.427 2.493 -0.59 -0.26 -0.16 0.1297
H -3.172 0.850 1.913 -0.97 0.26 -1.08 0.1268
```
Forces are in eV/Å.

Calculated values
SMILES: O=CO.O=CO
Orbital gap: 11.30 eV
HOMO: -10.874 eV


Entry 3:
Entry from OMol25: an isolated ion of composition C5H10N5O2 and charge +1 in a non-equilibrium geometry (wB97M-V/def2-TZVPD).

XYZ file:
```
22
Properties=species:S:1:pos:R:3:forces:R:3:lowdin_charge:R:1
C -0.447 1.494 0.961 2.38 3.04 2.19 -0.1682
C -1.137 0.942 -1.194 0.78 -1.30 0.33 -0.2094
C 0.766 -1.243 -0.320 -1.86 0.15 -0.06 -0.1938
C -0.918 0.301 1.485 -1.45 -1.46 -3.37 0.1789
C -1.599 -0.637 0.494 1.29 -1.38 1.56 -0.3523
N -0.447 1.800 -0.285 -1.11 -0.39 -0.99 0.1597
N -0.504 -1.594 0.242 -0.11 0.55 1.38 0.0783
N 1.402 -0.136 0.367 -1.48 -0.58 1.32 0.0880
N 2.444 0.194 -0.195 1.12 0.89 -0.64 -0.4080
N -2.071 0.012 -0.638 -2.70 -0.25 -1.94 0.0377
O 2.883 -0.296 -1.163 1.59 -1.44 -2.78 0.1346
O 3.175 1.255 0.243 -1.53 0.73 1.76 0.1509
H 0.224 2.186 1.660 -1.70 -1.40 -1.43 0.1685
H -1.586 1.441 -2.013 -0.30 0.99 -0.70 0.1381
H -0.337 0.291 -1.659 0.11 1.16 -0.05 0.1389
H 1.315 -2.131 -0.258 1.44 -1.14 -0.13 0.1311
H 0.398 -1.152 -1.351 1.56 0.86 -0.62 0.1329
H -0.625 -0.157 2.372 0.22 -0.16 1.81 0.1195
H -2.316 -1.239 1.019 -0.77 -0.05 0.06 0.1614
H -0.459 -2.486 0.700 -0.64 -0.13 0.49 0.1426
H -2.718 -0.537 -1.362 2.14 1.56 2.36 0.2252
H 2.556 1.693 0.892 1.04 -0.26 -0.54 0.1454
```
Forces are in eV/Å.

Calculated values
Net charge: +1
Orbital gap (spin up / spin down): 6.95 / 6.96 eV
HOMO (spin up / spin down): -13.864 / -13.865 eV


Entry 4:
Entry from OMol25: C6H15ClO4PZr as an isolated structure in a non-equilibrium geometry (wB97M-V/def2-TZVPD).

XYZ file:
```
28
Properties=species:S:1:pos:R:3:forces:R:3:lowdin_charge:R:1
Zr -1.528 -1.164 -4.422 -1.12 -1.44 7.90 2.1123
Cl -3.205 -2.396 -3.048 2.90 2.17 -3.12 0.2952
C 1.140 3.103 0.085 0.05 -0.60 0.27 -0.0273
C 0.255 2.322 -0.885 0.19 1.87 0.23 -0.2093
O 0.791 0.986 -0.996 -0.96 -2.04 -0.92 -0.1339
P -0.030 -0.355 -1.033 2.89 1.71 6.08 0.4768
O -0.580 -0.672 -2.432 -2.48 -1.47 -6.57 -0.3843
O 0.951 -1.462 -0.552 -1.56 0.41 -2.33 -0.1427
C 1.636 -1.407 0.754 1.53 0.30 0.88 -0.1622
C 3.026 -0.791 0.591 -0.51 0.28 -0.94 -0.0326
O -1.116 -0.146 0.095 0.65 -0.45 -1.97 -0.1382
C -2.008 -1.220 0.505 -1.75 -0.29 1.11 -0.2357
C -2.701 -0.821 1.793 -0.40 -0.02 -0.09 -0.0373
H 1.102 2.574 1.041 0.15 0.17 0.04 0.0938
H 2.175 3.166 -0.249 -0.04 -0.04 -0.09 0.0962
H 0.768 4.111 0.255 -0.18 -0.02 -0.21 0.1051
H -0.756 2.319 -0.477 -0.06 -0.27 -0.31 0.1240
H 0.322 2.772 -1.881 -0.26 -0.16 0.11 0.1320
H 1.028 -0.840 1.456 -0.16 -0.08 -0.06 0.1253
H 1.727 -2.444 1.067 -0.29 -0.01 -0.09 0.1392
H 3.560 -0.800 1.537 0.01 -0.11 0.02 0.1074
H 3.595 -1.296 -0.191 0.06 -0.44 0.36 0.0960
H 2.972 0.232 0.210 -0.18 0.08 0.44 0.0712
H -2.803 -1.314 -0.240 0.28 -0.02 -0.27 0.0906
H -1.553 -2.194 0.696 0.71 0.27 -0.55 0.1367
H -2.048 -0.871 2.662 0.06 0.21 -0.06 0.0988
H -3.205 0.142 1.704 0.30 0.14 0.09 0.0975
H -3.515 -1.532 1.956 0.16 -0.14 0.04 0.1054
```
Forces are in eV/Å.

Calculated values
Net charge: +3
Orbital gap: 3.13 eV
HOMO: -20.322 eV


For the records above, the corresponding energy relative to the best compared isomer or geometry (same formula, charge and spin) values read 241.28, 126.16, 948.16, 0.00 kJ/mol.